[1]
The following is a quantum chemistry calculation of a structure of composition C41H47CoN3O2PTe, from the Open Molecules 2025 dataset.

```
96
C41H47CoN3O2PTe, DFT the ωB97M-V functional and the def2-TZVPD basis
Co -0.328 0.651 1.302
N 1.813 -0.277 0.344
C 2.957 0.559 0.187
C 4.146 0.129 -0.383
C 5.191 1.023 -0.551
C 5.044 2.345 -0.165
C 3.872 2.770 0.438
C 2.830 1.873 0.633
P 1.291 2.230 1.544
C 1.431 4.043 1.647
C 1.344 4.748 0.447
C 1.610 6.104 0.415
C 1.942 6.772 1.585
C 1.968 6.085 2.788
C 1.713 4.725 2.823
C 1.779 1.690 3.226
C 3.069 1.323 3.592
C 3.326 0.911 4.889
C 2.305 0.831 5.822
C 1.012 1.173 5.457
C 0.754 1.606 4.170
H 2.068 -1.200 0.681
H 1.367 -0.420 -0.560
H 4.252 -0.902 -0.687
H 6.120 0.687 -0.988
H 5.849 3.048 -0.318
H 3.773 3.797 0.759
H 1.099 4.220 -0.466
H 1.579 6.644 -0.521
H 2.186 7.824 1.559
H 2.210 6.605 3.703
H 1.758 4.187 3.759
H 3.870 1.357 2.868
H 4.333 0.650 5.172
H 2.511 0.507 6.831
H 0.210 1.091 6.178
H -0.250 1.895 3.882
N -3.241 2.953 3.273
C -2.878 1.801 2.688
O -2.028 1.788 1.797
C -3.551 0.552 3.244
C -3.424 -0.610 2.345
H -2.818 3.819 2.977
H -3.991 3.002 3.940
H -4.611 0.794 3.423
H -3.099 0.339 4.217
H -3.753 -0.518 1.330
H -3.067 -1.554 2.698
C 0.397 -2.445 3.356
C -0.257 -2.240 1.999
O -0.474 -3.279 1.295
N -0.563 -1.063 1.595
Te -1.703 -2.224 -0.605
C -2.921 -2.734 -2.338
C -2.536 -3.698 -3.264
C -1.245 -4.436 -3.111
C -3.386 -4.001 -4.319
C -4.623 -3.390 -4.451
C -5.569 -3.761 -5.549
C -4.999 -2.447 -3.499
C -4.179 -2.128 -2.432
C -4.658 -1.166 -1.385
C -0.020 -1.662 -1.820
C 1.175 -2.379 -1.915
C 1.465 -3.638 -1.156
C 2.192 -1.880 -2.727
C 2.061 -0.703 -3.440
C 3.161 -0.181 -4.302
C 0.871 0.000 -3.317
C -0.162 -0.451 -2.513
C -1.396 0.382 -2.365
H 0.170 -3.446 3.713
H 0.054 -1.686 4.054
H 1.476 -2.347 3.243
H -0.943 -4.439 -2.061
H -0.460 -3.964 -3.703
H -1.351 -5.466 -3.444
H -3.079 -4.751 -5.033
H -5.153 -4.545 -6.176
H -5.792 -2.895 -6.171
H -6.510 -4.115 -5.126
H -5.965 -1.970 -3.579
H -5.653 -0.803 -1.632
H -3.990 -0.308 -1.296
H -4.707 -1.673 -0.419
H 0.688 -3.867 -0.431
H 2.411 -3.537 -0.623
H 1.572 -4.478 -1.842
H 3.113 -2.438 -2.793
H 4.048 -0.800 -4.224
H 3.418 0.836 -4.013
H 2.846 -0.158 -5.343
H 0.749 0.926 -3.856
H -1.293 1.323 -2.902
H -1.568 0.600 -1.300
H -2.257 -0.147 -2.775
```

E_HOMO (alpha / beta): -9.99 / -9.82 eV
strongest force on any atom: 1.851 eV/A
multiplicity: 6
ΔE to the lowest compared entry with this formula, charge and spin: 52.2 kJ/mol
Kohn-Sham gap (alpha / beta): 8.25 / 6.06 eV
charge: +1

These are the Löwdin partial charges, in e, on atoms 1 to 6: 0.52, 0.08, -0.31, -0.02, -0.06, -0.06

=====

[2]
The following is a quantum chemistry calculation of a structure of composition C41H47F5MnN5O5SSbSe, from the Open Molecules 2025 dataset.

```
107
C41H47F5MnN5O5SSbSe, DFT the ωB97M-V functional and the def2-TZVPD basis
Mn -0.450 -0.205 -0.240
C -0.714 4.068 1.806
S -2.023 3.080 1.088
C -2.592 2.349 2.623
O -1.300 2.017 0.314
H -1.140 4.754 2.539
H -0.243 4.625 0.995
H 0.010 3.391 2.265
H -2.950 3.153 3.266
H -1.776 1.799 3.090
H -3.409 1.669 2.386
C -0.028 5.074 -2.380
C -1.462 4.535 -2.304
Sb -1.469 2.389 -2.691
C -1.612 2.575 -4.859
C -2.794 3.377 -5.408
C -3.581 2.031 -2.330
C -4.454 3.272 -2.131
H 0.023 6.125 -2.077
H 0.365 5.009 -3.398
H 0.648 4.502 -1.736
H -2.113 5.044 -3.017
H -1.877 4.698 -1.305
H -1.639 1.549 -5.239
H -0.665 3.016 -5.187
H -3.747 2.974 -5.057
H -2.815 3.354 -6.502
H -2.740 4.425 -5.106
H -3.618 1.378 -1.456
H -3.921 1.443 -3.186
H -4.153 3.831 -1.242
H -5.505 2.992 -2.006
H -4.392 3.949 -2.984
C 3.805 -2.590 4.325
N 3.116 -2.410 3.058
N 2.583 -1.186 2.696
C 1.615 -1.383 1.739
O 1.022 -0.402 1.232
C 1.517 -2.785 1.548
C 2.411 -3.364 2.402
C 2.621 -4.813 2.676
C 3.162 0.066 3.045
C 4.532 0.262 2.945
C 5.068 1.507 3.240
C 4.236 2.553 3.611
C 2.866 2.347 3.705
C 2.323 1.103 3.430
H 4.176 -1.632 4.672
H 4.649 -3.262 4.186
H 3.139 -3.004 5.085
H 0.832 -3.298 0.886
H 1.948 -5.386 2.041
H 2.396 -5.050 3.719
H 3.647 -5.120 2.468
H 5.169 -0.553 2.620
H 6.137 1.660 3.166
H 4.657 3.526 3.830
H 2.219 3.162 4.008
H 1.260 0.921 3.507
C 1.417 -2.540 -4.731
C 1.074 -1.213 -4.965
C 0.971 -0.319 -3.908
C 1.195 -0.737 -2.596
C 1.586 -2.057 -2.378
C 1.687 -2.955 -3.433
N 1.025 0.159 -1.504
C 2.045 1.072 -1.278
C 3.258 1.055 -1.991
C 4.271 1.960 -1.703
C 4.130 2.908 -0.701
C 2.932 2.944 0.007
C 1.910 2.057 -0.279
H 1.476 -3.242 -5.554
H 0.883 -0.870 -5.975
H 0.704 0.716 -4.086
H 1.800 -2.370 -1.362
H 1.972 -3.982 -3.238
H 3.409 0.312 -2.763
H 5.195 1.912 -2.270
H 4.927 3.606 -0.477
H 2.800 3.679 0.795
H 0.983 2.101 0.277
O -0.550 -4.503 -0.060
C -1.141 -3.749 -0.811
C -2.158 -4.202 -1.856
C -2.525 -2.916 -2.598
C -1.767 -1.873 -1.819
O -1.795 -0.646 -2.016
N -0.998 -2.381 -0.850
H -3.001 -4.654 -1.332
H -1.712 -4.968 -2.488
H -3.588 -2.676 -2.587
H -2.185 -2.899 -3.633
O -2.886 -0.597 0.761
N -1.804 -0.410 1.217
F -4.758 -6.083 4.345
C -4.014 -5.037 4.004
C -3.265 -4.377 4.960
F -3.271 -4.804 6.223
C -2.510 -3.282 4.594
F -1.787 -2.663 5.538
C -2.465 -2.813 3.289
Se -1.364 -1.281 2.981
C -3.209 -3.504 2.348
F -3.200 -3.146 1.069
C -3.979 -4.601 2.697
F -4.686 -5.241 1.767
```

E_HOMO (alpha / beta): -6.37 / -6.46 eV
strongest force on any atom: 1.603 eV/A
multiplicity: 6
ΔE to the lowest compared entry with this formula, charge and spin: 42.9 kJ/mol
Kohn-Sham gap (alpha / beta): 5.06 / 5.71 eV

These are the Löwdin partial charges, in e, on atoms 1 to 6: 0.89, -0.23, 0.87, -0.25, -0.65, 0.06

=====

[3]
The following is a quantum chemistry calculation of a structure of composition C41H48Cl4GeN5Pt, from the Open Molecules 2025 dataset.

```
100
C41H48Cl4GeN5Pt, DFT the ωB97M-V functional and the def2-TZVPD basis
Pt 0.142 0.147 0.139
C -2.310 -0.325 5.900
C -2.481 -1.449 4.863
C -2.325 -0.929 3.471
C -3.276 -0.421 2.658
C -4.726 -0.215 2.948
C -5.032 1.253 3.291
C -2.607 -0.037 1.418
N -1.274 -0.306 1.502
C -1.060 -0.830 2.746
C 0.168 -1.142 3.284
C 1.391 -0.975 2.661
C 2.683 -1.237 3.288
C 2.881 -1.665 4.706
C 2.780 -3.191 4.856
C 3.623 -1.019 2.344
C 2.918 -0.564 1.146
C 3.539 -0.169 -0.023
C 2.899 0.362 -1.124
N 1.563 0.621 -1.210
C 1.355 1.174 -2.442
C 0.135 1.580 -2.942
C -1.083 1.477 -2.293
N -1.279 0.947 -1.054
C -2.620 0.999 -0.805
C -3.243 0.531 0.332
C -3.308 1.608 -1.942
C -2.364 1.884 -2.867
C -2.530 2.476 -4.229
C -2.110 3.954 -4.267
C -4.785 1.812 -2.029
C -5.504 0.520 -2.451
C 2.615 1.251 -3.178
C 3.569 0.748 -2.366
C 5.018 0.530 -2.654
C 5.328 -0.956 -2.904
C 2.754 1.699 -4.597
C 2.465 0.537 -5.562
N 1.574 -0.555 1.376
C 5.108 -1.114 2.476
C 5.721 0.264 2.776
H -2.323 -0.742 6.905
H -3.121 0.398 5.816
H -1.367 0.205 5.750
H -3.472 -1.887 4.976
H -1.746 -2.233 5.054
H -5.019 -0.842 3.789
H -5.324 -0.513 2.084
H -4.511 1.552 4.200
H -6.102 1.378 3.451
H -4.718 1.923 2.488
H 0.177 -1.506 4.302
H 2.137 -1.183 5.343
H 3.866 -1.339 5.039
H 1.811 -3.559 4.514
H 2.908 -3.471 5.901
H 3.556 -3.685 4.272
H 4.614 -0.265 -0.079
H 0.137 1.999 -3.939
H -4.317 0.636 0.396
H -3.572 2.392 -4.534
H -1.931 1.907 -4.945
H -2.732 4.542 -3.592
H -2.228 4.348 -5.275
H -1.069 4.084 -3.967
H -4.997 2.595 -2.756
H -5.170 2.145 -1.063
H -5.166 0.201 -3.437
H -6.579 0.690 -2.493
H -5.310 -0.288 -1.744
H 5.621 0.882 -1.813
H 5.309 1.104 -3.532
H 5.033 -1.573 -2.054
H 6.395 -1.091 -3.073
H 4.795 -1.316 -3.784
H 3.769 2.057 -4.766
H 2.068 2.521 -4.807
H 3.147 -0.292 -5.375
H 2.599 0.862 -6.593
H 1.443 0.172 -5.442
H 5.544 -1.514 1.559
H 5.355 -1.797 3.288
H 5.500 0.976 1.979
H 6.803 0.179 2.874
H 5.321 0.665 3.707
Cl 0.063 2.037 3.418
Ge 0.097 2.607 1.356
Cl -1.841 3.421 1.013
Cl 1.490 4.182 1.251
Cl -1.606 -2.449 -4.941
C -1.324 -2.702 -3.263
C -1.800 -3.828 -2.611
C -1.548 -3.957 -1.255
C -0.861 -2.952 -0.598
N -0.404 -1.871 -1.236
C -0.613 -1.756 -2.545
H -2.347 -4.585 -3.156
H -1.887 -4.829 -0.715
H -0.660 -3.011 0.465
H -0.205 -0.893 -3.048
```

E_HOMO (alpha / beta): -12.90 / -13.42 eV
strongest force on any atom: 2.394 eV/A
multiplicity: 2
Kohn-Sham gap (alpha / beta): 5.68 / 5.02 eV
charge: +2

These are the Löwdin partial charges, in e, on atoms 1 to 6: 1.33, -0.06, -0.16, -0.10, -0.10, -0.16

=====

[4]
The following is a quantum chemistry calculation of a structure of composition C41H49BF3N6OS6Ti, from the Open Molecules 2025 dataset.

```
108
C41H49BF3N6OS6Ti, DFT the ωB97M-V functional and the def2-TZVPD basis
Ti -2.079 2.124 0.648
C -4.729 -2.612 0.005
C -3.263 -2.480 0.243
C -2.457 -3.560 0.388
C -1.077 -3.393 0.690
N -0.555 -2.210 0.744
N -1.350 -1.134 0.569
B -0.569 0.113 0.976
N 0.537 0.582 -0.021
N 1.049 -0.393 -0.790
C 2.169 -0.170 -1.410
C 2.858 1.062 -1.245
C 2.310 2.070 -0.515
C 2.956 3.401 -0.329
C 1.037 1.814 0.085
S 0.202 3.016 0.963
C 2.758 -1.292 -2.242
C 1.699 -2.338 -2.572
C 3.891 -1.931 -1.432
C 3.321 -0.724 -3.547
N 0.018 0.001 2.372
N 1.372 0.161 2.380
C 1.985 0.273 3.507
C 1.253 0.339 4.735
C -0.077 0.103 4.737
C -0.903 0.193 5.976
C -0.715 -0.280 3.484
S -2.213 -0.983 3.475
C 3.510 0.309 3.439
C 3.962 1.358 2.424
C 3.987 -1.074 2.985
C 4.130 0.628 4.799
C -2.671 -1.184 0.401
S -3.684 0.180 0.447
C -0.172 -4.548 1.112
C -0.726 -5.894 0.648
C -0.118 -4.517 2.646
C 1.241 -4.366 0.556
H -4.995 -3.658 -0.123
H -5.285 -2.200 0.846
H -5.037 -2.054 -0.877
H -2.882 -4.549 0.330
H 3.823 1.195 -1.712
H 3.939 3.418 -0.795
H 2.334 4.181 -0.770
H 3.058 3.638 0.729
H 1.119 -2.618 -1.699
H 1.005 -1.960 -3.320
H 2.186 -3.228 -2.973
H 3.510 -2.379 -0.512
H 4.367 -2.712 -2.023
H 4.654 -1.202 -1.162
H 2.582 -0.115 -4.069
H 4.215 -0.122 -3.391
H 3.596 -1.549 -4.204
H 1.754 0.610 5.649
H -0.300 0.566 6.801
H -1.752 0.857 5.812
H -1.319 -0.781 6.235
H 3.490 1.182 1.459
H 3.706 2.363 2.757
H 5.044 1.310 2.295
H 3.571 -1.320 2.009
H 5.074 -1.093 2.918
H 3.677 -1.848 3.687
H 3.808 1.598 5.175
H 3.889 -0.126 5.546
H 5.215 0.658 4.700
H -1.660 -6.149 1.146
H -0.891 -5.915 -0.429
H -0.011 -6.679 0.888
H -1.113 -4.621 3.078
H 0.505 -5.332 3.015
H 0.298 -3.572 2.992
H 1.275 -4.570 -0.512
H 1.602 -3.351 0.720
H 1.915 -5.060 1.055
F -2.991 4.814 -0.174
C -3.231 3.969 0.902
F -2.591 4.577 1.956
H -4.313 4.036 1.099
O -2.056 2.096 -1.159
C -2.159 2.280 -2.537
C -1.381 3.514 -2.905
C -1.874 4.779 -3.013
C -0.862 5.753 -3.210
C 0.381 5.202 -3.249
S 0.329 3.506 -3.058
C -1.665 1.057 -3.261
C -1.148 1.016 -4.525
C -1.137 -0.292 -5.073
C -1.664 -1.209 -4.213
S -2.136 -0.503 -2.737
C -3.619 2.444 -2.904
C -4.675 2.734 -2.100
C -5.904 2.823 -2.806
C -5.748 2.594 -4.138
S -4.125 2.254 -4.537
H -2.926 5.000 -2.933
H -1.055 6.806 -3.321
H 1.318 5.701 -3.409
H -0.839 1.897 -5.063
H -0.768 -0.533 -6.055
H -1.754 -2.269 -4.354
H -4.589 2.866 -1.037
H -6.850 3.040 -2.342
H -6.503 2.594 -4.901
F -2.320 2.002 2.456
```

E_HOMO (alpha / beta): -6.93 / -7.62 eV
strongest force on any atom: 0.923 eV/A
multiplicity: 2
ΔE to the lowest compared entry with this formula, charge and spin: 21.4 kJ/mol
Kohn-Sham gap (alpha / beta): 6.57 / 6.55 eV

These are the Löwdin partial charges, in e, on atoms 1 to 6: 0.74, -0.06, -0.26, 0.07, -0.20, 0.19

=====

- Look up the multiplicity of the fourth one.
  2